The following is a quantum chemistry calculation of C2H2Cl2 as an isolated structure, from OMol25.

Summary:
HOMO-LUMO gap (spin up / spin down) = 0.2301 / 0.2299 Eh
energy above the lowest of the compared OMol25 structures with the same formula, charge and spin = 160.4 kcal/mol
LUMO (spin up / spin down) = -1.64 / -1.65 eV
electronic energy = -997.51009 Ha

Last column: Mulliken charge in e.
Geometry (Å):
C 0.042 -0.732 1.376  -0.607
C -0.024 0.441 -1.874  0.080
Cl -0.345 0.473 0.042  0.064
Cl -0.823 1.832 -2.222  0.029
H 0.275 -1.749 0.969  0.214
H 0.874 -0.265 1.709  0.219

The following is a quantum chemistry calculation of an isolated ion of composition C4H11NO and charge +1, from OMol25.

Summary:
HOMO-LUMO gap (spin up / spin down) = 0.4088 / 0.2191 Eh
charge = +1
energy above the lowest of the compared OMol25 structures with the same formula, charge and spin = 38.8 kcal/mol
2S+1 = 2
LUMO (spin up / spin down) = -3.78 / -8.91 eV
electronic energy = -288.65336 Ha

Last column: Mulliken spin population.
Geometry (Å):
C 0.268 -0.262 0.872  0.112
C -0.906 0.117 -0.032  0.017
C -2.233 -0.344 0.525  0.005
O -0.757 -0.561 -1.301  0.005
C 1.643 -0.209 0.186  0.030
N 1.966 1.162 -0.196  0.830
H 0.266 0.370 1.766  -0.003
H 0.194 -1.279 1.265  0.008
H -0.915 1.185 -0.237  -0.006
H -2.235 -1.436 0.449  0.000
H -3.059 0.023 -0.077  0.005
H -2.358 -0.134 1.554  0.000
H -0.465 0.072 -1.970  -0.001
H 2.455 -0.610 0.797  0.031
H 1.666 -0.703 -0.786  -0.007
H 1.513 1.448 -1.057  -0.013
H 1.886 1.915 0.494  -0.013

The following is a quantum chemistry calculation of one molecule with the formula C6H7N, from OMol25.

Summary:
HOMO-LUMO gap = 0.3694 Eh
energy above the lowest of the compared OMol25 structures with the same formula, charge and spin = 73.6 kcal/mol
LUMO = 1.14 eV
SMILES = C1[C@@H]2[C@H]3[C@@H]2N2[C@H]3[C@H]12
electronic energy = -287.47002 Ha

Last column: Mulliken charge in e.
Geometry (Å):
C 1.185 -0.250 -0.692  -0.533
C -0.039 -1.072 -0.352  -0.498
C -1.252 -0.171 -0.251  -0.496
C -0.576 -0.667 0.989  -0.237
N -0.018 0.671 1.308  -0.593
C -0.634 1.204 0.076  -0.136
C 0.830 0.973 0.128  -0.203
H 1.220 -0.042 -1.770  0.309
H 2.136 -0.706 -0.402  0.357
H -0.163 -2.100 -0.673  0.429
H -2.244 -0.381 -0.630  0.405
H -0.855 -1.328 1.800  0.404
H -1.141 2.163 0.009  0.394
H 1.550 1.707 0.460  0.399

The following is a quantum chemistry calculation of a 2-piece molecular cluster, C3H7OS overall, from OMol25.

Summary:
HOMO-LUMO gap = 0.2320 Eh
charge = -1
energy above the lowest of the compared OMol25 structures with the same formula, charge and spin = 19.1 kcal/mol
LUMO = 3.90 eV
electronic energy = -591.93779 Ha

Last column: Mulliken charge in e.
Geometry (Å):
C -2.002 0.766 -0.068  -0.881
S -2.033 -1.048 0.275  -0.697
H -3.008 1.163 0.081  0.278
H -1.372 1.456 0.514  0.202
H -1.699 0.874 -1.112  0.212
O 3.082 1.117 0.165  -0.537
C 1.968 0.647 0.207  0.118
C 1.517 -0.473 -0.654  -0.591
H 1.255 1.125 0.891  0.351
H 1.839 -0.223 -1.667  0.229
H 0.426 -0.520 -0.630  0.065
H 1.937 -1.430 -0.352  0.252

The following is a quantum chemistry calculation of C5H8S as an isolated structure, from OMol25.

Summary:
HOMO-LUMO gap = 0.3020 Eh
energy above the lowest of the compared OMol25 structures with the same formula, charge and spin = 114.5 kcal/mol
LUMO = -0.34 eV
electronic energy = -593.30580 Ha

Last column: Mulliken charge in e.
Geometry (Å):
C 1.096 1.225 0.228  -0.910
C 0.400 0.010 0.767  0.257
C -1.067 0.213 0.317  -0.892
C -0.964 -1.028 -0.552  -0.483
C 0.542 -1.208 -0.266  -0.128
H 2.222 0.769 0.203  0.245
H 0.567 0.951 -1.010  0.185
H 0.844 2.489 0.520  0.252
H 0.581 -0.203 1.841  0.478
H -1.014 1.373 -0.114  0.255
H -1.734 0.106 1.082  0.307
H -1.423 -1.191 -1.467  0.363
H -1.637 -1.843 -0.160  0.294
S 1.587 -1.661 -1.390  -0.221

The following is a quantum chemistry calculation of one molecule with the formula C5H11NO, from OMol25.

Summary:
HOMO-LUMO gap = 0.3858 Eh
energy above the lowest of the compared OMol25 structures with the same formula, charge and spin = 53.2 kcal/mol
LUMO = 1.12 eV
SMILES = C[C@@H]1[C@H](O)CN1C
electronic energy = -327.04652 Ha

Last column: Mulliken charge in e.
Geometry (Å):
C -1.047 1.280 -1.057  -1.320
C 0.111 0.584 -0.363  0.066
C 0.823 -0.587 -1.118  -0.157
O -0.006 -1.373 -2.009  -0.595
C 1.010 -1.185 0.292  -0.648
N -0.329 -0.422 0.647  -0.308
C -0.291 0.123 1.997  -0.899
H -0.670 1.955 -1.831  0.377
H -1.622 1.878 -0.342  0.322
H -1.730 0.572 -1.534  0.251
H 0.835 1.323 0.016  0.472
H 1.747 -0.308 -1.631  0.447
H -0.782 -1.586 -1.458  0.388
H 1.014 -2.275 0.354  0.295
H 1.859 -0.804 0.870  0.378
H -0.176 1.214 2.037  0.295
H 0.497 -0.300 2.627  0.331
H -1.242 -0.088 2.501  0.303